(1)
120
Properties=species:S:1:pos:R:3 method="wB97M-V/def2-TZVPD" e_homo_ev=-7.94 charge=0 smiles=CC1(C)CCCC(C)(C)N1O.CC1(C)CCCC(C)(C)N1O.CC1(C)CCCC(C)(C)N1O.CC1(C)CCCC(C)(C)N1O
C 1.90941 2.69015 4.46440
C 3.28878 3.41790 4.36722
C 3.00501 4.81294 4.87189
C 2.94512 4.95689 6.38696
C 4.22628 4.39960 7.02867
C 4.63128 2.99922 6.51099
N 4.34336 2.72055 5.08043
O 4.49398 1.38266 4.68794
C 6.16791 2.88153 6.59475
C 4.01533 1.87985 7.39233
C 3.63575 3.52320 2.89938
H 1.95816 1.66378 4.08349
H 1.05470 3.10773 3.92960
H 1.56933 2.55897 5.49618
H 3.86955 5.40614 4.52727
H 2.20209 5.37600 4.39595
H 2.05616 4.47725 6.79827
H 2.90669 6.01384 6.65892
H 3.99948 4.35831 8.09629
H 5.11603 5.02668 6.97446
H 6.56947 3.46340 7.43149
H 6.38760 1.83407 6.80403
H 6.71729 3.26480 5.73686
H 4.57024 0.94754 7.35142
H 4.08643 2.22967 8.42820
H 2.94067 1.78961 7.23676
H 3.85398 2.54882 2.45355
H 4.49723 4.19438 2.86187
H 2.83246 3.85377 2.23822
H 5.36445 1.41881 4.27497
C -1.02469 2.84805 -8.24527
C -1.68528 1.99687 -7.12734
C -2.66665 0.98956 -7.76760
C -1.96281 -0.07043 -8.57828
C -1.08323 -0.87568 -7.58975
C -0.08514 -0.01972 -6.76760
N -0.75570 1.21631 -6.32541
O -0.01444 1.91913 -5.34864
C 0.43932 -0.79822 -5.56529
C 1.11200 0.28978 -7.69521
C -2.42465 3.00573 -6.24123
H -1.46538 3.80475 -8.51700
H -0.88562 2.31833 -9.19156
H -0.01490 3.03132 -7.85758
H -3.00541 0.45616 -6.87370
H -3.46388 1.54692 -8.25621
H -1.32212 0.12746 -9.43780
H -2.80252 -0.67139 -8.94076
H -0.56883 -1.65332 -8.16186
H -1.70165 -1.47478 -6.91379
H 0.76151 -1.78424 -5.90192
H 1.26866 -0.28302 -5.07961
H -0.28803 -0.92616 -4.76084
H 0.67215 0.53133 -8.66612
H 1.64810 1.18971 -7.37518
H 1.87975 -0.46809 -7.84344
H -2.09655 4.03814 -6.33209
H -2.32232 2.70264 -5.19690
H -3.49937 2.97608 -6.43666
H 0.64089 2.38940 -5.89510
C -1.88791 -3.65719 3.31371
C -2.40677 -4.51958 2.13729
C -1.61888 -4.04398 0.86588
C -0.22326 -4.65851 0.74730
C -0.11774 -5.89928 1.65987
C -1.30244 -6.84153 1.73073
N -2.25662 -5.95974 2.44437
O -3.45750 -6.63110 2.75253
C -1.81323 -7.21171 0.34910
C -0.81534 -8.04956 2.52346
C -3.87668 -4.16075 1.91334
H -2.52097 -3.75313 4.20192
H -1.89100 -2.59813 3.05153
H -0.90854 -3.96027 3.68631
H -2.26224 -4.39736 0.06026
H -1.47930 -2.97340 0.98853
H 0.55431 -3.99701 1.12993
H 0.07571 -4.99481 -0.24658
H 0.14283 -5.47771 2.63949
H 0.83608 -6.44659 1.63615
H -2.79518 -7.69241 0.42587
H -2.18457 -6.37792 -0.25925
H -1.09603 -7.72797 -0.28774
H -0.32236 -8.78344 1.88866
H -0.14467 -7.79644 3.35136
H -1.55463 -8.59124 3.12659
H -3.96887 -3.21340 1.38126
H -4.55081 -4.23533 2.76320
H -4.28070 -4.89883 1.20972
H -3.31431 -7.03334 3.61579
C 0.03356 -0.22731 -1.41505
C -1.23479 0.64804 -1.36397
C -2.42286 -0.02254 -0.60089
C -2.44866 0.11336 0.91837
C -2.19774 1.52949 1.38597
C -1.04220 2.20619 0.67145
N -1.10308 1.94785 -0.75505
O -0.13432 2.72468 -1.44653
C -1.23321 3.71665 0.94504
C 0.23823 1.70433 1.41318
C -1.82842 0.74962 -2.77798
H 0.20687 -0.86403 -0.54531
H 0.86734 0.43302 -1.65976
H 0.02830 -0.96927 -2.21938
H -3.31703 0.52442 -0.91878
H -2.63614 -1.07832 -0.77617
H -1.62667 -0.50637 1.30665
H -3.38686 -0.28624 1.30486
H -2.19215 1.62789 2.47320
H -3.15180 2.05203 1.20213
H -1.28148 3.96202 2.00295
H -0.36228 4.27378 0.57820
H -2.04441 4.10668 0.32770
H 0.98744 2.50059 1.41449
H 0.17360 1.47554 2.47968
H 0.62867 0.77221 1.00463
H -2.37239 -0.14978 -3.07137
H -1.04313 0.96537 -3.50218
H -2.61017 1.51224 -2.81289
H -0.55007 3.58881 -1.53671

***

(2)
16
Properties=species:S:1:pos:R:3 method="wB97M-V/def2-TZVPD" e_homo_ev=-9.17 charge=0 smiles="O=C(O)[C@H]1CC(=S)CN1"
C -0.27055 -1.28137 -1.53790
C 0.47079 -0.09994 -0.90929
C -0.49186 1.08209 -0.47194
C -0.79553 0.93167 0.93816
C 0.32160 0.12258 1.59569
H -0.18596 -1.76174 0.06803
H 1.32758 0.41719 -1.55835
H 0.06540 1.91291 -0.78398
H -1.25637 1.16106 -1.16197
H 0.05399 -0.48664 2.52452
H 1.03932 0.89503 1.99651
H 1.89674 -0.55554 0.41487
N 0.96822 -0.57811 0.52606
O -0.55173 -2.28591 -0.73893
O -0.61236 -1.13131 -2.67981
S -1.97928 1.65804 1.77834

***

(3)
48
Properties=species:S:1:pos:R:3 method="wB97M-V/def2-TZVPD" e_homo_ev=-8.41 charge=0
C 1.82288 0.58663 -2.71887
C 1.57442 -0.82595 -2.84288
C 2.27430 -1.50594 -1.79232
C 0.91758 -1.44277 -4.03147
C 3.06324 -0.51506 -1.10449
C 2.77079 0.76128 -1.64764
C 3.46388 2.04329 -1.30812
C 1.42872 1.67457 -3.66635
C 2.21259 -2.91844 -1.41040
C 4.05693 -0.76560 -0.03412
W 0.58095 -0.09346 -0.90689
Cl -0.59226 -3.11443 -1.03047
Cl -1.35826 -0.02222 -2.20178
O 1.17403 -0.94042 0.72885
H 0.40260 -0.68087 -4.62122
H 0.19955 -2.19903 -3.72735
H 1.67241 -1.92430 -4.66604
H 1.13816 -3.26607 -1.56586
H 2.35252 -3.05619 -0.32867
H 2.84081 -3.58081 -2.01549
H 3.77309 -1.63456 0.56844
H 4.10640 0.09678 0.64554
H 5.06351 -0.94642 -0.44493
H 3.63023 2.13027 -0.22073
H 2.85534 2.90814 -1.61295
H 4.44095 2.09576 -1.82169
H 0.40951 1.52022 -4.05107
H 2.14537 1.70683 -4.51089
H 1.44437 2.65253 -3.15236
H 0.52157 -1.01889 1.44961
O 0.51424 1.71232 -0.37114
H -0.36836 1.94364 0.21518
O -1.61415 2.09655 0.90707
C -1.86770 0.88375 1.23199
O -1.34403 -0.20108 0.78538
C -2.89160 0.69396 2.31801
C -2.69897 -0.31290 3.28689
C -3.61493 -0.51339 4.31886
C -4.74469 0.32558 4.39079
C -5.00665 1.26097 3.38363
C -4.05377 1.48150 2.39511
N -5.55152 0.32319 5.54499
O -5.20014 -0.46253 6.45677
O -6.53002 1.10051 5.64418
H -1.79289 -0.92766 3.28099
H -3.50531 -1.25116 5.10891
H -5.93775 1.81649 3.46268
H -4.17792 2.30542 1.68231